Entry 1:
Molecular formula: C42H51F7N3O5PS4
Method: DFT, ωB97M-V/def2-TZVPD

## Properties
* HOMO-LUMO gap: 7.05 eV
* energy: -130722.58944 eV
* lowest unoccupied orbital energy: -0.80 eV
* charge: 0
* HOMO level: -7.9 eV

```
113
Properties=species:S:1:pos:R:3:mulliken_charge:R:1
C -3.755 6.430 -0.658 -0.74
C -2.555 5.688 -0.847 -0.55
C -2.450 4.122 -1.065 0.24
C -1.163 3.531 -1.756 0.07
C 0.041 4.442 -2.277 -0.44
C 1.456 4.119 -1.614 0.56
C 1.630 4.275 -0.084 -0.52
C 2.991 3.947 0.569 -0.58
C 4.169 3.489 -0.333 -0.44
C 4.031 3.345 -1.865 -0.69
C 2.649 3.655 -2.526 1.06
C 2.562 3.509 -4.108 -1.33
C -1.080 1.986 -1.950 -0.04
C -2.226 0.997 -1.515 -0.35
C -3.501 1.588 -0.812 -0.17
P -4.930 0.505 -0.186 0.41
N -4.341 -0.717 0.708 -0.73
C -3.588 3.147 -0.585 0.32
N -4.825 3.634 0.108 -0.56
C -5.789 3.720 -0.766 0.37
S -7.119 3.999 -1.701 -0.23
N -2.139 -0.459 -1.746 0.11
C -0.862 -1.031 -1.292 -0.39
C -0.820 -2.277 -0.390 -1.01
C 0.506 -2.916 0.175 0.42
C 0.315 -4.172 1.122 0.90
F 1.430 -5.037 1.223 -0.31
F -0.743 -4.961 0.529 -0.32
C -0.270 -3.667 2.537 0.57
F 0.052 -2.306 2.833 -0.15
F -1.702 -3.677 2.390 -0.33
C 0.031 -4.653 3.775 0.48
F -0.227 -5.979 3.392 -0.22
F 1.275 -4.445 4.391 -0.21
F -0.958 -4.334 4.768 -0.24
C 1.835 -2.239 -0.213 0.44
C 3.222 -2.783 0.348 -0.80
C 3.428 -2.455 1.934 -0.31
C 3.807 -0.923 2.202 0.71
C 2.559 0.089 2.224 -0.65
C 4.451 -0.872 3.701 -1.38
C 1.861 -0.965 -1.142 0.18
C 3.235 -0.217 -1.558 0.91
O 3.810 -0.769 -2.765 -0.33
C 5.211 -1.091 -2.616 -0.15
C 5.499 -2.695 -2.580 -0.87
C 0.530 -0.385 -1.659 0.26
S 0.397 1.143 -2.722 0.05
H -4.601 6.139 0.065 0.29
H -3.898 7.419 -1.215 0.22
H -1.576 6.276 -0.855 0.28
H -0.138 5.569 -2.149 0.32
H 0.099 4.273 -3.419 0.12
H 0.718 4.595 0.515 0.33
H 3.078 4.049 1.708 0.40
H 5.163 3.272 0.186 0.34
H 4.901 3.028 -2.546 0.28
H 1.906 4.326 -4.594 0.32
H 2.169 2.478 -4.457 0.21
H 3.593 3.615 -4.619 0.41
H -5.613 -0.046 -1.319 0.10
H -5.762 1.290 0.680 0.14
H -3.306 -0.598 0.709 0.23
H -2.954 -0.963 -1.367 0.49
H -1.818 -2.743 -0.087 0.20
H 4.145 -2.309 -0.163 -0.14
H 3.314 -3.908 0.144 0.46
H 4.187 -3.196 2.396 0.47
H 2.433 -2.668 2.454 -0.25
H 4.580 -0.539 1.434 0.08
H 2.215 0.165 3.325 0.43
H 1.647 -0.256 1.632 0.00
H 2.821 1.145 1.854 -0.05
H 3.691 -1.416 4.378 0.25
H 4.655 0.197 4.043 0.36
H 5.394 -1.514 3.659 0.40
H 3.920 -0.246 -0.644 -0.31
H 3.006 0.894 -1.762 -0.70
H 5.741 -0.721 -3.576 0.38
H 5.737 -0.561 -1.751 0.18
H 6.192 -3.035 -3.426 0.30
H 5.993 -3.021 -1.596 0.24
H 4.495 -3.238 -2.693 0.21
C -3.043 -2.578 -6.731 -0.58
C -4.081 -2.037 -5.746 -0.76
C -3.601 -0.659 -5.285 0.18
S -2.614 0.000 -6.624 1.03
O -1.248 0.118 -6.172 -0.57
O -3.320 1.101 -7.240 -0.70
C -2.738 -1.430 -7.684 -0.71
H -3.410 -3.456 -7.266 0.34
H -2.136 -2.867 -6.190 0.31
H -5.047 -1.941 -6.252 0.30
H -4.221 -2.710 -4.897 0.35
H -4.437 0.013 -5.088 0.44
H -2.965 -0.732 -4.401 -0.38
H -1.808 -1.565 -8.237 0.39
H -3.566 -1.261 -8.376 0.33
C -1.549 -2.116 7.255 -0.51
C -2.582 -1.578 8.248 -0.74
C -2.102 -0.200 8.707 -0.66
S -1.125 0.463 7.362 1.19
O 0.246 0.584 7.805 -0.67
O -1.837 1.563 6.753 -0.68
C -1.253 -0.966 6.302 -0.36
H -1.918 -2.994 6.722 0.24
H -0.638 -2.404 7.790 0.33
H -3.551 -1.483 7.749 0.32
H -2.715 -2.252 9.097 0.36
H -2.937 0.470 8.911 0.35
H -1.460 -0.272 9.587 0.36
H -0.327 -1.099 5.743 0.13
H -2.086 -0.799 5.616 0.34
```



Entry 2:
Molecular formula: C7H7BO4
Method: DFT, ωB97M-V/def2-TZVPD

## Properties
* HOMO-LUMO gap: 8.90 eV
* energy: -16239.84319 eV
* lowest unoccupied orbital energy: -1.02 eV
* charge: 0
* ΔE to the lowest compared entry with this formula, charge and spin: 35.7 kcal/mol
* HOMO level: -9.9 eV

```
19
Properties=species:S:1:pos:R:3:nbo_charge:R:1
C 2.557 -0.663 0.161 -0.24
O 2.252 0.636 0.649 -0.72
B 1.172 1.338 0.177 1.14
O 1.303 2.662 -0.087 -0.86
C -0.219 0.624 -0.037 -0.39
C -0.673 0.226 -1.226 -0.22
C -1.995 -0.467 -1.317 0.49
O -2.754 -0.312 -2.248 -0.49
C -2.356 -1.297 -0.125 -0.24
C -1.926 -0.905 1.067 -0.24
C -1.091 0.332 1.151 0.51
O -1.148 1.082 2.097 -0.49
H 3.435 -1.019 0.694 0.20
H 1.732 -1.359 0.334 0.18
H 2.778 -0.636 -0.908 0.17
H 2.212 2.951 0.059 0.50
H -0.137 0.402 -2.152 0.23
H -2.979 -2.170 -0.276 0.23
H -2.162 -1.425 1.988 0.23
```



Entry 3:
Molecular formula: C22H30N4O4PdS2Se
Method: DFT, ωB97M-V/def2-TZVPD

## Properties
* HOMO-LUMO gap: 8.02 eV
* energy: -127950.69330 eV
* lowest unoccupied orbital energy: -0.27 eV
* charge: 0
* ΔE to the lowest compared entry with this formula, charge and spin: 2.4 kcal/mol
* HOMO level: -8.3 eV

```
64
Properties=species:S:1:pos:R:3:nbo_charge:R:1
Pd -0.888 2.004 2.465 0.67
O -1.821 4.617 5.096 -0.95
S -1.485 3.322 4.590 2.53
O -2.425 2.946 3.388 -1.01
O -1.478 2.234 5.535 -0.99
O -0.174 3.363 3.779 -0.95
C 3.369 -2.353 1.965 -0.61
C 3.206 -2.166 0.460 -0.40
C 1.893 -2.736 -0.074 -0.41
C 0.666 -1.913 0.304 -0.23
N 0.670 -0.603 -0.348 -0.37
C 0.887 0.588 0.246 0.32
Se 1.194 0.852 2.072 -0.05
N 0.762 1.554 -0.690 -0.40
C 0.959 2.989 -0.459 -0.21
C 2.428 3.367 -0.293 -0.41
C 3.319 3.017 -1.482 -0.40
C 3.079 3.889 -2.711 -0.61
C 0.405 0.972 -1.901 0.19
C 0.099 1.513 -3.143 -0.23
C -0.255 0.629 -4.147 -0.21
C -0.309 -0.752 -3.921 -0.21
C -0.009 -1.291 -2.683 -0.22
C 0.351 -0.401 -1.681 0.10
H 4.338 -1.983 2.299 0.22
H 3.304 -3.411 2.229 0.20
H 2.603 -1.813 2.522 0.22
H 4.035 -2.653 -0.059 0.21
H 3.276 -1.103 0.206 0.20
H 1.749 -3.746 0.319 0.21
H 1.938 -2.827 -1.163 0.20
H 0.610 -1.733 1.376 0.25
H -0.254 -2.419 0.005 0.23
H 0.397 3.263 0.432 0.25
H 0.512 3.509 -1.307 0.21
H 2.802 2.888 0.613 0.23
H 2.462 4.445 -0.109 0.22
H 3.192 1.961 -1.741 0.19
H 4.361 3.124 -1.173 0.21
H 2.064 3.785 -3.096 0.19
H 3.760 3.624 -3.519 0.22
H 3.234 4.943 -2.472 0.21
H 0.121 2.577 -3.324 0.23
H -0.501 1.016 -5.126 0.22
H -0.595 -1.410 -4.731 0.22
H -0.058 -2.356 -2.504 0.23
N -3.723 0.614 3.119 -0.75
C -3.287 -0.073 2.078 0.35
S -1.972 0.437 1.132 -0.17
N -3.910 -1.237 1.771 -0.60
C -3.462 -2.155 0.776 0.13
C -3.071 -3.430 1.158 -0.23
C -2.640 -4.337 0.200 -0.20
C -2.588 -3.964 -1.136 -0.22
C -2.985 -2.687 -1.513 -0.22
C -3.432 -1.784 -0.561 -0.16
H -3.284 1.514 3.369 0.47
H -4.454 0.249 3.708 0.39
H -4.591 -1.578 2.430 0.40
H -3.090 -3.703 2.206 0.22
H -2.338 -5.331 0.501 0.22
H -2.248 -4.670 -1.883 0.22
H -2.960 -2.394 -2.555 0.22
H -3.755 -0.792 -0.846 0.23
```



Entry 4:
Molecular formula: C24H37IrN2O10S2Si
Method: DFT, ωB97M-V/def2-TZVPD

## Properties
* HOMO-LUMO gap (alpha / beta): 7.91 / 6.53 eV
* energy: -81329.36062 eV
* lowest unoccupied orbital energy (alpha / beta): -4.69 / -6.00 eV
* spin multiplicity: 2
* charge: +1
* ΔE to the lowest compared entry with this formula, charge and spin: 22.5 kcal/mol
* HOMO level (alpha / beta): -12.6 / -12.5 eV
* expectation value of S²: 0.755

```
77
Properties=species:S:1:pos:R:3:mulliken_charge:R:1
Ir -1.837 1.308 -0.860 1.71
O -4.492 -3.375 -2.971 -0.52
C -4.917 -3.094 -1.748 0.41
O -5.783 -3.712 -1.197 -0.55
C -4.253 -1.954 -1.040 0.46
C -4.555 -1.559 0.254 -0.62
N -3.769 -0.517 0.565 -0.21
N -2.974 -0.237 -0.463 0.06
C -3.251 -1.071 -1.451 -0.43
C -2.449 -0.817 -2.692 1.27
O -2.528 -1.528 -3.665 -0.80
O -1.637 0.209 -2.575 -0.69
H -3.786 -2.774 -3.302 0.40
H -5.279 -1.958 0.946 0.59
H -3.744 0.072 1.386 0.23
C 1.809 5.689 -2.417 -1.55
C 0.596 5.030 -1.837 0.89
C 0.523 4.738 -0.468 -0.70
C -0.598 4.154 0.074 -0.46
C -1.675 3.823 -0.764 -0.08
C -1.630 4.140 -2.130 -0.02
C -0.490 4.720 -2.654 -0.82
S -3.195 3.251 -0.033 1.23
O -2.579 2.211 0.910 -0.70
O -4.049 4.217 0.539 -0.62
O -3.721 2.388 -1.144 -0.69
H 2.641 5.691 -1.715 0.37
H 1.582 6.725 -2.676 0.36
H 2.124 5.188 -3.332 0.39
H 1.363 4.979 0.170 0.41
H -0.650 3.927 1.132 0.41
H -2.482 3.914 -2.759 0.53
H -0.445 4.944 -3.712 0.45
C 4.397 1.042 1.813 -1.82
C 2.968 0.655 2.149 1.81
C 2.906 -0.165 3.427 -1.55
C 2.067 1.880 2.231 -1.45
O 2.524 -0.176 1.037 -0.08
Si 1.135 -0.857 0.623 -1.14
S 0.287 0.878 -0.567 -0.22
O 0.184 -1.200 1.858 0.54
C -0.619 -2.343 2.277 1.72
C 0.328 -3.346 2.916 -1.77
C -1.596 -1.783 3.298 -1.57
C -1.337 -2.953 1.085 -1.52
O 1.248 -2.019 -0.461 0.68
C 2.137 -2.348 -1.576 1.73
C 1.555 -3.612 -2.181 -1.70
C 2.109 -1.196 -2.567 -1.43
C 3.534 -2.580 -1.027 -1.58
H 4.804 1.683 2.595 0.43
H 4.435 1.580 0.865 0.37
H 5.022 0.154 1.734 0.39
H 3.247 0.438 4.270 0.50
H 3.553 -1.039 3.348 0.39
H 1.888 -0.495 3.630 0.15
H 2.452 2.584 2.969 0.61
H 1.053 1.600 2.531 0.17
H 2.031 2.386 1.263 0.22
H 0.832 -2.907 3.777 0.34
H 1.078 -3.673 2.194 0.26
H -0.224 -4.225 3.251 0.49
H -1.059 -1.358 4.146 0.38
H -2.258 -2.567 3.664 0.43
H -2.199 -0.992 2.849 0.17
H -0.648 -3.492 0.437 0.26
H -1.820 -2.176 0.494 0.28
H -2.102 -3.650 1.430 0.64
H 0.551 -3.428 -2.565 0.32
H 1.508 -4.403 -1.432 0.36
H 2.181 -3.955 -3.004 0.46
H 1.085 -0.987 -2.888 0.26
H 2.696 -1.448 -3.451 0.51
H 2.543 -0.294 -2.129 0.25
H 3.516 -3.351 -0.256 0.34
H 3.946 -1.666 -0.600 0.25
H 4.193 -2.916 -1.829 0.49
```



Entry 5:
Molecular formula: C4H8O2
Method: DFT, ωB97M-V/def2-TZVPD

## Properties
* HOMO-LUMO gap: 9.16 eV
* energy: -8367.64852 eV
* lowest unoccupied orbital energy: 0.38 eV
* charge: 0
* ΔE to the lowest compared entry with this formula, charge and spin: 129.9 kcal/mol
* HOMO level: -8.8 eV

```
14
Properties=species:S:1:pos:R:3:nbo_charge:R:1
C 2.020 -0.006 0.571 -0.25
O 0.709 0.457 0.779 -0.54
C -0.112 0.288 -0.364 -0.08
C -0.529 -1.107 -0.758 -0.17
O -2.220 -0.537 0.111 -0.66
C -1.527 0.734 -0.010 -0.07
H 2.047 -1.086 0.352 0.17
H 2.513 0.524 -0.260 0.16
H 2.583 0.175 1.490 0.20
H 0.336 0.823 -1.219 0.19
H -0.167 -1.850 -0.032 0.15
H -2.211 -0.923 -0.800 0.50
H -1.558 1.218 0.968 0.22
H -2.008 1.376 -0.758 0.19
```



Entry 6:
Molecular formula: C5H7NO2
Method: DFT, ωB97M-V/def2-TZVPD

## Properties
* HOMO-LUMO gap (alpha / beta): 7.76 / 7.76 eV
* energy: -10878.17309 eV
* lowest unoccupied orbital energy (alpha / beta): -0.98 / -0.98 eV
* charge: 0
* ΔE to the lowest compared entry with this formula, charge and spin: 125.5 kcal/mol
* HOMO level (alpha / beta): -8.7 / -8.7 eV

```
15
Properties=species:S:1:pos:R:3:nbo_charge:R:1
C -0.703 -0.847 0.251 0.13
N 1.437 1.205 -1.340 -0.81
C 1.110 -0.560 0.364 0.27
C -0.622 0.846 0.339 0.28
C 1.257 0.802 0.007 -0.16
C -1.806 -1.552 0.517 -0.39
O 0.382 -1.425 -0.429 -0.48
O -1.336 1.427 -0.481 -0.61
H 0.683 1.791 -1.686 0.39
H 1.477 0.457 -2.021 0.37
H 1.496 -0.983 1.285 0.21
H -0.623 1.072 1.415 0.16
H 1.861 1.373 0.706 0.21
H -1.945 -2.558 0.143 0.21
H -2.667 -1.049 0.931 0.22
```



Entry 7:
Molecular formula: C4H6N2
Method: DFT, ωB97M-V/def2-TZVPD

## Properties
* HOMO-LUMO gap: 9.18 eV
* energy: -7222.90373 eV
* lowest unoccupied orbital energy: 0.90 eV
* charge: 0
* ΔE to the lowest compared entry with this formula, charge and spin: 62.0 kcal/mol
* HOMO level: -8.3 eV

```
12
Properties=species:S:1:pos:R:3:nbo_charge:R:1
N 0.748 1.282 0.820 -0.83
C 0.380 0.389 -0.197 0.04
C -1.115 0.071 -0.676 -0.40
C -0.829 -1.038 0.196 -0.38
C 1.498 -0.386 -0.676 0.24
N 2.365 -1.099 -0.977 -0.35
H 1.315 0.941 1.587 0.39
H 0.284 2.160 0.982 0.39
H -1.225 -0.144 -1.738 0.23
H -1.814 0.819 -0.309 0.23
H -1.145 -1.038 1.233 0.21
H -0.578 -2.012 -0.227 0.22
```



Entry 8:
Molecular formula: C4H8O2
Method: DFT, ωB97M-V/def2-TZVPD

## Properties
* HOMO-LUMO gap: 10.74 eV
* energy: -8370.56188 eV
* lowest unoccupied orbital energy: 0.99 eV
* charge: 0
* ΔE to the lowest compared entry with this formula, charge and spin: 62.7 kcal/mol
* HOMO level: -9.7 eV

```
14
Properties=species:S:1:pos:R:3:nbo_charge:R:1
C 1.847 -0.059 0.568 -0.25
O 0.985 0.880 -0.022 -0.53
C -0.225 0.474 -0.615 0.06
C -0.757 -0.981 -0.550 -0.09
O -1.825 -0.603 0.326 -0.53
C -1.447 0.781 0.264 -0.08
H 1.322 -0.832 1.142 0.17
H 2.488 -0.548 -0.177 0.17
H 2.484 0.505 1.255 0.19
H -0.234 0.901 -1.625 0.18
H -0.115 -1.758 -0.115 0.18
H -1.150 -1.349 -1.508 0.18
H -1.146 1.179 1.239 0.18
H -2.227 1.410 -0.181 0.17
```



Entry 9:
Molecular formula: C4H4FNOS
Method: DFT, ωB97M-V/def2-TZVPD

## Properties
* HOMO-LUMO gap: 8.22 eV
* energy: -21299.40015 eV
* lowest unoccupied orbital energy: -1.07 eV
* charge: 0
* ΔE to the lowest compared entry with this formula, charge and spin: 74.2 kcal/mol
* HOMO level: -9.3 eV

```
12
Properties=species:S:1:pos:R:3:nbo_charge:R:1
O 1.171 -2.305 -1.205 -0.48
C 0.637 -1.344 -0.669 0.33
C -0.662 -0.765 -1.271 0.36
F -0.947 -1.581 -2.384 -0.32
C -1.120 0.541 -0.993 -0.29
C -0.881 1.345 0.213 0.04
N 0.161 0.930 0.846 -0.51
S 0.673 1.541 2.485 0.13
H 0.925 -1.033 0.316 0.17
H -1.860 0.768 -1.692 0.22
H -1.540 2.267 0.315 0.20
H 1.888 0.842 2.793 0.15
```



Entry 10:
Molecular formula: C9H10N8
Method: DFT, ωB97M-V/def2-TZVPD

## Properties
* HOMO-LUMO gap: 8.35 eV
* energy: -21411.98504 eV
* lowest unoccupied orbital energy: -0.24 eV
* charge: 0
* HOMO level: -8.6 eV

```
27
Properties=species:S:1:pos:R:3:nbo_charge:R:1
C 4.370 0.823 0.227 -0.65
C 3.101 0.103 0.452 0.23
N 2.012 0.732 0.277 -0.26
N 1.084 -0.097 0.827 -0.21
C -0.288 0.159 0.785 0.27
C -0.896 1.068 -0.064 -0.18
C -2.242 1.519 -0.116 -0.25
C -3.039 0.836 0.864 0.33
N -4.417 1.052 0.834 -0.45
N -5.343 0.544 1.887 -0.66
N -2.456 0.028 1.829 -0.29
N -1.127 -0.465 1.687 -0.22
C 1.627 -1.333 1.156 0.40
N 1.025 -2.430 1.764 -0.83
C 2.933 -1.167 1.092 -0.33
C 4.026 -2.033 1.504 0.29
N 4.816 -2.866 1.762 -0.33
H 4.379 1.262 -0.729 0.23
H 5.299 0.284 0.248 0.23
H 4.488 1.673 0.870 0.23
H -0.229 1.655 -0.755 0.24
H -2.684 2.116 -0.939 0.23
H -4.673 1.766 0.198 0.38
H -5.522 -0.460 1.874 0.37
H -5.036 0.880 2.798 0.37
H 0.290 -2.257 2.463 0.44
H 1.572 -3.338 1.762 0.42
```



Entry 11:
Molecular formula: C7H8ClN3S
Method: DFT, ωB97M-V/def2-TZVPD

## Properties
* HOMO-LUMO gap (alpha / beta): 6.78 / 6.78 eV
* energy: -35211.57537 eV
* lowest unoccupied orbital energy (alpha / beta): -1.51 / -1.51 eV
* charge: 0
* ΔE to the lowest compared entry with this formula, charge and spin: 108.2 kcal/mol
* HOMO level (alpha / beta): -8.3 / -8.3 eV

```
20
Properties=species:S:1:pos:R:3:nbo_charge:R:1
C -1.769 0.454 0.302 -0.03
C -1.485 0.649 -1.024 -0.10
C -0.834 -1.280 -0.300 0.24
C 0.344 -1.986 -2.659 -0.16
C -0.411 -0.874 -2.660 -0.05
C -0.288 -2.533 -0.461 0.03
C 1.623 0.581 1.866 -0.76
N -1.396 -0.681 0.751 -0.44
N -0.950 -0.511 -1.440 -0.32
N 0.382 -2.802 -1.602 -0.22
S 1.599 0.980 0.063 -0.06
Cl 0.732 -4.605 -1.820 0.12
H -2.024 1.184 1.096 0.22
H -1.580 1.544 -1.686 0.26
H 0.714 -2.453 -3.526 0.21
H 0.266 1.112 -0.060 0.12
H -0.121 -3.291 0.347 0.25
H 1.925 1.242 2.712 0.22
H 2.245 -0.342 2.060 0.22
H 0.610 0.189 2.058 0.23
```



Entry 12:
Molecular formula: C5H6ClFS
Method: DFT, ωB97M-V/def2-TZVPD

## Properties
* HOMO-LUMO gap: 8.62 eV
* energy: -31356.30455 eV
* lowest unoccupied orbital energy: -0.14 eV
* charge: 0
* ΔE to the lowest compared entry with this formula, charge and spin: 17.9 kcal/mol
* HOMO level: -8.8 eV

```
14
Properties=species:S:1:pos:R:3:nbo_charge:R:1
F 0.115 0.108 -2.141 -0.36
C -0.326 1.080 -1.255 0.21
Cl 0.755 2.494 -1.367 -0.05
C -0.314 0.525 0.132 -0.27
C -0.862 -0.916 0.281 -0.49
C 0.364 -1.336 1.059 -0.05
S 0.667 -2.530 2.088 0.08
C 1.069 -0.055 0.660 -0.48
H -1.348 1.397 -1.592 0.19
H -0.736 1.301 0.831 0.23
H -1.781 -1.004 0.867 0.24
H -0.921 -1.409 -0.692 0.25
H 1.657 0.540 1.384 0.24
H 1.660 -0.196 -0.254 0.25
```